# 1
DFT (ωB97M-V/def2-TZVPD) results for a structure of composition C3H2FLiO2.

Cartesian coordinates (Å):
H  -1.924  -1.166  0.062
O  0.053  -0.817  -0.582
O  0.122  1.224  0.525
C  -1.236  -0.377  -0.237
C  -1.118  0.848  0.427
C  0.993  0.026  -0.266
H  -1.801  0.979  -0.704
F  2.745  -0.838  -0.738
Li  2.167  0.122  1.513

Its spin multiplicity is 2. As for the HOMO energy (alpha / beta): -14.620 / -14.825 eV. The value obtained for the HOMO-LUMO gap (alpha / beta) is 8.62 / 7.59 eV. Its net charge is +1.

Which charges does natural (NBO) predict for the atoms? In e, they are:
1 H 0.292
2 O -0.403
3 O -0.499
4 C -0.020
5 C 0.100
6 C 0.555
7 H 0.331
8 F -0.336
9 Li 0.982

# 2
DFT (ωB97M-V/def2-TZVPD) results for a structure of composition C3H2FLiO3Y.

Cartesian coordinates (Å):
O  -1.426  1.264  -0.633
C  -0.630  1.524  0.240
C  0.388  -0.850  0.190
O  0.609  0.434  0.400
O  -0.563  2.264  1.206
C  0.604  -1.555  -0.928
Li  -1.451  0.043  -2.066
F  -0.286  -1.396  1.209
H  0.288  -2.596  -0.981
H  1.190  -1.102  -1.727
Y  1.279  1.969  3.092

Its spin multiplicity is 2. As for the HOMO energy (alpha / beta): -16.265 / -16.483 eV. The value obtained for the HOMO-LUMO gap (alpha / beta) is 6.30 / 6.54 eV. Its net charge is +2.

Which charges does natural (NBO) predict for the atoms? In e, they are:
1 O -0.704
2 C 1.066
3 C 0.651
4 O -0.709
5 O -0.766
6 C -0.603
7 Li 0.977
8 F -0.324
9 H 0.265
10 H 0.241
11 Y 1.906

# 3
DFT (ωB97M-V/def2-TZVPD) results for a structure of composition C3H2FMgNaO2.

Cartesian coordinates (Å):
O  -1.225  -0.210  0.797
C  -0.764  0.019  -0.396
O  -1.209  0.958  -1.055
Na  -3.492  1.047  0.213
Mg  -0.799  -2.002  1.630
C  1.660  0.522  -0.289
C  0.740  -0.438  -0.397
H  2.672  0.290  0.044
H  1.564  1.373  -0.964
F  0.854  -1.559  0.415

Its spin multiplicity is 1. As for the HOMO energy: -18.053 eV. The value obtained for the HOMO-LUMO gap is 6.78 eV. Its net charge is +2.

Which charges does natural (NBO) predict for the atoms? In e, they are:
1 O -1.005
2 C 0.706
3 O -0.577
4 Na 0.986
5 Mg 1.892
6 C -0.316
7 C 0.221
8 H 0.260
9 H 0.276
10 F -0.442

# 4
DFT (ωB97M-V/def2-TZVPD) results for the molecule C3H2FN.

Cartesian coordinates (Å):
N  -0.345  2.486  -0.597
C  -0.044  1.354  -0.574
C  0.127  -0.150  -0.547
C  0.005  -0.705  0.660
F  0.218  -1.997  0.871
H  0.148  -0.831  -1.371
H  -0.109  -0.157  1.558

Its spin multiplicity is 1. As for the HOMO energy: -10.631 eV. The SMILES is N#C/C=C/F. The value obtained for the HOMO-LUMO gap is 11.10 eV. Its net charge is 0.

Which charges does natural (NBO) predict for the atoms? In e, they are:
1 N -0.304
2 C 0.257
3 C -0.403
4 C 0.321
5 F -0.308
6 H 0.258
7 H 0.179

# 5
DFT (ωB97M-V/def2-TZVPD) results for a cluster of 2 separate species, C3H2FNO in total.

Cartesian coordinates (Å):
C  -1.721  0.203  -0.022
C  0.534  0.587  0.161
C  0.904  -0.569  -0.468
N  -2.841  0.159  0.169
O  0.763  1.752  -0.074
F  0.599  -1.797  0.097
H  -0.006  0.378  1.137
H  1.769  -0.712  -0.998

Its spin multiplicity is 1. As for the HOMO energy (alpha / beta): -11.175 / -11.012 eV. The value obtained for the HOMO-LUMO gap (alpha / beta) is 8.18 / 7.19 eV. Its net charge is 0.

Which charges does natural (NBO) predict for the atoms? In e, they are:
1 C 0.189
2 C 0.163
3 C 0.397
4 N -0.421
5 O -0.457
6 F -0.287
7 H 0.232
8 H 0.185

# 6
DFT (ωB97M-V/def2-TZVPD) results for a cluster of 2 separate species, C3H2FP in total.

Cartesian coordinates (Å):
C  -2.654  -1.036  -0.338
C  -3.801  -0.394  -0.270
F  -5.020  0.407  0.244
H  -1.673  -1.121  0.035
C  -0.183  -0.211  0.433
P  -0.245  1.348  -0.060
H  0.424  -0.912  0.114

Its spin multiplicity is 1. As for the HOMO energy (alpha / beta): -9.861 / -9.862 eV. The SMILES is C#CF.C#P. The value obtained for the HOMO-LUMO gap (alpha / beta) is 8.55 / 8.55 eV. Its net charge is 0.

Which charges does natural (NBO) predict for the atoms? In e, they are:
1 C -0.336
2 C 0.368
3 F -0.304
4 H 0.234
5 C -0.788
6 P 0.635
7 H 0.192

# 7
DFT (ωB97M-V/def2-TZVPD) results for a structure of composition C3H2FeLiO2.

Cartesian coordinates (Å):
C  -0.674  0.149  -0.138
Li  1.879  1.309  0.859
O  1.161  -0.408  0.453
C  0.439  -0.626  -0.777
H  0.236  -1.695  -0.938
H  0.929  -0.204  -1.667
Fe  -2.143  0.183  1.552
O  -1.838  0.779  -0.340
C  0.011  0.512  0.996

Its spin multiplicity is 6. As for the HOMO energy (alpha / beta): -6.045 / -7.877 eV. The value obtained for the HOMO-LUMO gap (alpha / beta) is 5.16 / 6.97 eV. Its net charge is 0.

Which charges does natural (NBO) predict for the atoms? In e, they are:
1 C 0.111
2 Li 0.941
3 O -0.694
4 C -0.126
5 H 0.199
6 H 0.188
7 Fe 0.741
8 O -0.824
9 C -0.536

# 8
DFT (ωB97M-V/def2-TZVPD) results for a structure of composition C3H2HgLiO2.

Cartesian coordinates (Å):
O  1.286  1.459  -0.488
C  0.856  0.828  0.538
C  -0.020  -0.255  0.607
H  1.129  1.275  1.525
H  -0.195  -0.479  1.674
Hg  1.119  0.087  -2.141
Li  -1.382  -2.483  0.155
C  -1.456  -0.406  -0.347
O  -1.337  -0.026  -1.523

Its spin multiplicity is 2. As for the HOMO energy (alpha / beta): -6.800 / -6.717 eV. The value obtained for the HOMO-LUMO gap (alpha / beta) is 5.73 / 4.87 eV. Its net charge is 0.

Which charges does natural (NBO) predict for the atoms? In e, they are:
1 O -0.770
2 C 0.265
3 C -0.764
4 H 0.138
5 H 0.185
6 Hg 0.757
7 Li 0.892
8 C 0.033
9 O -0.736

# 9
DFT (ωB97M-V/def2-TZVPD) results for the ion C3H2IN2 with charge +1.

Cartesian coordinates (Å):
C  2.125  0.108  0.315
C  0.013  0.705  -0.160
C  -0.266  -0.658  -0.481
N  1.199  0.992  0.255
N  2.659  -0.862  0.031
I  -2.197  -1.320  -0.804
H  -0.793  1.328  -0.246
H  0.619  -1.210  -0.684

Its spin multiplicity is 3. As for the HOMO energy (alpha / beta): -14.546 / -15.227 eV. The value obtained for the HOMO-LUMO gap (alpha / beta) is 9.52 / 5.56 eV. Its net charge is +1.

Which charges does natural (NBO) predict for the atoms? In e, they are:
1 C 0.413
2 C 0.062
3 C -0.311
4 N -0.127
5 N -0.075
6 I 0.545
7 H 0.263
8 H 0.230

# 10
DFT (ωB97M-V/def2-TZVPD) results for a structure of composition C3H2KO2.

Cartesian coordinates (Å):
O  -0.655  0.907  -0.074
C  0.999  -1.175  0.307
C  -1.791  0.567  -0.275
O  0.340  -2.108  0.154
C  -2.610  -0.436  -0.346
H  -1.958  -1.472  -0.189
H  -3.682  -0.342  -0.193
K  2.059  1.535  -0.037

Its spin multiplicity is 1. As for the HOMO energy: -13.109 eV. The value obtained for the HOMO-LUMO gap is 9.06 eV. Its net charge is +1.

Which charges does natural (NBO) predict for the atoms? In e, they are:
1 O -0.582
2 C 0.461
3 C 0.691
4 O -0.451
5 C -0.696
6 H 0.310
7 H 0.280
8 K 0.988

# 11
DFT (ωB97M-V/def2-TZVPD) results for a structure of composition C3H2Li2O3.

Cartesian coordinates (Å):
C  -1.106  0.578  0.566
C  -0.497  1.546  1.027
Li  -0.678  -1.966  -0.072
O  -1.711  -0.336  -0.042
H  0.181  2.104  1.648
Li  -3.248  -0.115  -1.059
O  1.162  -1.543  0.231
C  2.108  -0.998  -0.283
O  2.177  -0.050  -1.133
H  1.612  0.778  -0.885

Its spin multiplicity is 2. As for the HOMO energy (alpha / beta): -12.284 / -12.299 eV. The value obtained for the HOMO-LUMO gap (alpha / beta) is 7.67 / 7.63 eV. Its net charge is +1.

Which charges does natural (NBO) predict for the atoms? In e, they are:
1 C 0.298
2 C -0.499
3 Li 0.963
4 O -1.016
5 H 0.257
6 Li 0.984
7 O -0.702
8 C 0.846
9 O -0.671
10 H 0.539

# 12
DFT (ωB97M-V/def2-TZVPD) results for a structure of composition C3H2Li2O3Sn.

Cartesian coordinates (Å):
C  -0.966  0.425  0.410
C  0.017  -0.652  -0.104
O  -2.175  0.210  0.516
H  -0.483  1.368  0.670
H  -0.406  -1.655  -0.154
Li  -3.873  1.114  -0.072
Li  -2.978  -1.625  0.655
O  1.178  -0.351  -0.420
C  3.397  0.220  -0.888
O  4.400  -0.189  -0.909
Sn  1.890  1.135  0.296

Its spin multiplicity is 1. As for the HOMO energy (alpha / beta): -13.910 / -13.911 eV. The value obtained for the HOMO-LUMO gap (alpha / beta) is 5.59 / 5.59 eV. Its net charge is +2.

Which charges does natural (NBO) predict for the atoms? In e, they are:
1 C 0.119
2 C -0.025
3 O -1.006
4 H 0.111
5 H 0.151
6 Li 0.985
7 Li 0.978
8 O -0.867
9 C 0.422
10 O -0.267
11 Sn 1.398

What is the formula in the tenth record?
C3H2KO2

The highest spin multiplicity belongs to which entry?
C3H2FeLiO2